1.
{"formula": "C33H22F9N2O5PRu", "method": "ωB97M-V with the def2-TZVPD basis set", "charge": 3, "energy_ev": -84097.510, "spin_multiplicity": 6, "elements": ["Ru", "O", "C", "O", "C", "C", "C", "C", "C", "N", "C", "O", "O", "H", "H", "H", "H", "H", "F", "C", "F", "F", "C", "C", "C", "C", "C", "C", "P", "C", "C", "C", "C", "C", "C", "C", "F", "F", "F", "C", "C", "C", "C", "C", "C", "C", "F", "F", "F", "H", "H", "H", "H", "H", "H", "H", "H", "H", "H", "H", "H", "O", "N", "C", "C", "C", "C", "C", "H", "H", "H", "H", "H"], "coordinates": [[0.0118, 1.0169, 0.1123], [1.4763, 4.5640, -2.0099], [1.2886, 3.4721, -1.3299], [0.2509, 3.1789, -0.7491], [2.4682, 2.5488, -1.2706], [3.7343, 2.8274, -1.7635], [4.7329, 1.8837, -1.5532], [4.4388, 0.7133, -0.8591], [3.1407, 0.5186, -0.4131], [2.1820, 1.4182, -0.6302], [2.6186, -0.6669, 0.3566], [3.4048, -1.6151, 0.7730], [1.4170, -0.7366, 0.5978], [0.6837, 5.1364, -1.9912], [3.9308, 3.7549, -2.2830], [5.7364, 2.0612, -1.9171], [5.2218, -0.0131, -0.6836], [4.3512, -1.4554, 0.6270], [-4.2083, -0.2216, 8.3543], [-4.2949, -1.1365, 7.3858], [-3.9221, -2.3156, 7.8810], [-5.5731, -1.2214, 7.0029], [-3.4295, -0.7332, 6.2040], [-3.5188, 0.5746, 5.7368], [-2.7672, 0.9725, 4.6475], [-1.9038, 0.0455, 4.0518], [-1.8397, -1.2773, 4.4988], [-2.6024, -1.6613, 5.5886], [-0.8262, 0.5716, 2.7288], [0.8776, 0.7987, 3.2479], [1.6666, 1.8179, 2.6907], [3.0407, 1.7864, 2.8298], [3.6392, 0.7322, 3.5116], [2.8687, -0.2379, 4.1333], [1.4873, -0.2044, 4.0038], [5.1484, 0.6423, 3.4893], [5.5339, 0.3509, 2.2096], [5.7166, 1.8002, 3.8086], [5.6150, -0.3140, 4.2748], [-1.4236, 2.1053, 1.9974], [-2.2591, 1.9476, 0.8685], [-2.6969, 3.0636, 0.1611], [-2.3043, 4.3238, 0.5747], [-1.5350, 4.4974, 1.7248], [-1.0858, 3.3966, 2.4300], [-2.6431, 5.5214, -0.2919], [-3.8234, 5.3830, -0.8819], [-1.7048, 5.6141, -1.2745], [-2.6190, 6.6554, 0.3929], [-4.1795, 1.2788, 6.2258], [-2.8532, 1.9866, 4.2825], [-1.2100, -2.0039, 4.0011], [-2.5616, -2.6779, 5.9546], [1.2171, 2.6698, 2.1857], [3.6535, 2.5806, 2.4214], [3.3431, -1.0299, 4.6961], [0.8933, -0.9820, 4.4651], [-2.6297, 0.9616, 0.5926], [-3.3333, 2.9449, -0.7052], [-1.2850, 5.4956, 2.0595], [-0.4735, 3.5365, 3.3124], [-1.1942, 0.2621, -1.3710], [-0.9341, -0.3310, -2.5566], [-1.4014, 0.2675, -3.6638], [-1.2443, -0.3487, -4.8859], [-0.6153, -1.5845, -4.9514], [-0.1577, -2.1792, -3.7808], [-0.3362, -1.5335, -2.5787], [-1.9010, 1.2116, -3.5104], [-1.6319, 0.1367, -5.7697], [-0.4965, -2.0867, -5.9014], [0.3123, -3.1518, -3.7887], [-0.0599, -1.9407, -1.6147]], "atomic_forces_ev_per_a": [[0.14, -0.11, -0.41], [-0.07, -0.02, 0.06], [0.07, 0.01, -0.01], [-0.06, 0.04, 0.05], [-0.03, -0.02, 0.05], [-0.02, -0.05, 0.03], [-0.03, 0.00, 0.01], [-0.04, 0.02, 0.01], [-0.03, 0.02, -0.01], [0.02, 0.01, 0.13], [-0.05, 0.08, 0.06], [0.03, 0.06, -0.04], [0.01, -0.16, -0.03], [0.05, -0.03, -0.01], [0.00, 0.01, -0.01], [0.00, 0.00, 0.00], [0.00, 0.00, -0.01], [-0.02, 0.01, 0.01], [0.00, 0.00, -0.01], [-0.02, -0.01, 0.01], [0.00, 0.01, -0.02], [0.04, 0.01, 0.00], [-0.03, 0.04, 0.00], [-0.01, 0.01, 0.00], [-0.06, -0.06, 0.01], [0.05, -0.26, -0.19], [-0.04, 0.02, 0.06], [0.03, -0.03, -0.03], [0.10, 0.54, 0.21], [0.04, -0.01, -0.01], [-0.07, 0.15, -0.13], [0.06, -0.06, 0.05], [0.01, 0.04, -0.03], [-0.03, -0.01, 0.00], [0.02, -0.04, -0.08], [-0.05, 0.08, 0.14], [0.01, -0.07, -0.10], [-0.01, -0.07, -0.02], [0.01, 0.02, -0.03], [-0.03, 0.05, 0.01], [-0.16, 0.06, 0.13], [0.01, 0.01, 0.02], [0.02, 0.00, 0.00], [-0.01, -0.02, -0.03], [0.00, 0.03, -0.05], [-0.04, 0.02, 0.01], [0.04, 0.00, 0.01], [0.01, 0.00, 0.02], [-0.01, -0.04, -0.01], [0.01, 0.00, 0.00], [0.03, 0.02, -0.01], [-0.01, -0.02, -0.01], [0.00, 0.01, 0.00], [0.10, -0.19, 0.01], [0.00, 0.02, -0.01], [0.00, -0.01, 0.02], [0.01, 0.00, 0.02], [0.02, 0.03, 0.01], [-0.03, 0.00, 0.00], [0.00, 0.01, 0.00], [-0.06, 0.01, 0.02], [0.20, -0.05, 0.14], [-0.16, -0.03, 0.04], [0.04, -0.03, -0.08], [0.00, 0.01, 0.03], [0.01, -0.01, 0.04], [-0.02, 0.01, -0.03], [0.01, -0.08, 0.05], [0.00, 0.01, 0.01], [0.00, 0.00, -0.02], [0.00, -0.01, -0.01], [0.01, -0.01, -0.01], [0.00, 0.04, -0.06]], "lowdin_spin": [3.616, 0.005, 0.008, 0.072, 0.010, 0.002, 0.004, 0.002, 0.008, 0.072, 0.011, 0.006, 0.077, 0.000, 0.001, 0.000, 0.001, 0.001, 0.001, 0.002, 0.000, 0.002, 0.025, 0.002, 0.031, 0.078, 0.022, -0.001, 0.339, 0.045, 0.037, 0.002, 0.032, 0.003, 0.029, 0.003, 0.002, 0.001, 0.000, 0.046, 0.035, 0.018, 0.021, 0.020, 0.024, 0.001, 0.000, 0.001, 0.000, 0.000, 0.001, 0.002, 0.000, 0.003, 0.000, 0.000, 0.001, 0.007, 0.000, 0.001, 0.000, 0.223, 0.016, 0.010, 0.000, 0.010, 0.000, 0.008, 0.000, 0.000, 0.000, 0.000, 0.000]}

---

2.
{"formula": "C36H56BrF12O13PS2", "method": "ωB97M-V with the def2-TZVPD basis set", "smiles": "CCP(CC)[C@@]1(CCOC(C)=O)C(=O)O[C@@](Br)(CCCS)[C@@]1(CCCS)COC.CCOC(=O)C(F)(F)F.CCOC(=O)C(F)(F)F.CCOC(=O)C(F)(F)F.CCOC(=O)C(F)(F)F", "charge": 0, "energy_ev": -198469.146, "elements": ["C", "C", "P", "C", "C", "C", "C", "C", "O", "C", "C", "O", "C", "O", "O", "C", "Br", "C", "C", "C", "S", "C", "C", "C", "C", "S", "C", "O", "C", "H", "H", "H", "H", "H", "H", "H", "H", "H", "H", "H", "H", "H", "H", "H", "H", "H", "H", "H", "H", "H", "H", "H", "H", "H", "H", "H", "H", "H", "H", "H", "H", "H", "H", "H", "H", "C", "C", "O", "C", "O", "C", "F", "F", "F", "H", "H", "H", "H", "H", "C", "C", "O", "C", "O", "C", "F", "F", "F", "H", "H", "H", "H", "H", "C", "C", "O", "C", "O", "C", "F", "F", "F", "H", "H", "H", "H", "H", "C", "C", "O", "C", "O", "C", "F", "F", "F", "H", "H", "H", "H", "H"], "coordinates": [[1.0788, -5.4175, -3.0486], [1.0341, -4.1758, -2.1275], [0.2687, -2.7953, -3.0419], [-1.3708, -3.1911, -3.7466], [-2.3115, -4.0263, -2.8250], [0.5583, -1.0777, -2.4064], [2.0537, -1.0544, -1.9792], [2.3748, -1.5868, -0.5960], [3.7042, -2.1681, -0.5961], [4.6847, -1.2144, -0.4031], [4.9682, -0.9305, 1.0399], [5.2573, -0.6824, -1.3458], [0.5618, -0.1338, -3.6489], [0.5689, -0.3756, -4.8409], [0.5407, 1.1389, -3.1406], [-0.0643, 1.1759, -1.8481], [1.3239, 1.9656, -0.6740], [-1.1525, 2.2326, -1.9811], [-2.1014, 2.4492, -0.7929], [-1.7028, 3.5270, 0.2040], [-1.6282, 5.1325, -0.6309], [-0.4590, -0.2999, -1.5544], [-0.4566, -0.5737, -0.0367], [-0.7428, -2.0416, 0.3653], [-2.0259, -2.1585, 1.1880], [-1.7381, -1.4215, 2.8182], [-1.8893, -0.6004, -1.9808], [-2.1674, -0.1252, -3.2807], [-3.5409, -0.2613, -3.6085], [2.0977, -5.7008, -3.2642], [0.6365, -5.1781, -4.0096], [0.5085, -6.2414, -2.6420], [2.0574, -3.9100, -1.9040], [0.5769, -4.4619, -1.1791], [-1.1691, -3.8167, -4.6057], [-1.8732, -2.3163, -4.1312], [-2.6020, -4.9411, -3.3299], [-1.8080, -4.3221, -1.9145], [-3.2332, -3.5014, -2.6024], [2.5559, -1.7145, -2.6765], [2.4997, -0.0800, -2.1203], [1.7230, -2.3930, -0.3015], [2.3410, -0.8057, 0.1538], [4.1007, -0.4555, 1.4845], [5.1261, -1.8702, 1.5583], [5.8341, -0.3002, 1.1656], [-0.6491, 3.1704, -2.1793], [-1.7500, 2.0453, -2.8566], [-3.0403, 2.7967, -1.2174], [-2.3419, 1.5519, -0.2416], [-0.7998, 3.2878, 0.7475], [-2.4972, 3.5805, 0.9405], [-0.9438, 5.8502, 0.2636], [-1.2104, 0.0393, 0.4397], [0.4815, -0.2882, 0.4110], [0.0533, -2.4090, 1.0017], [-0.8453, -2.6980, -0.4906], [-2.7987, -1.5807, 0.6910], [-2.3947, -3.1742, 1.2329], [-2.4707, -2.1578, 3.6612], [-2.0645, -1.6746, -1.9550], [-2.5784, -0.1519, -1.2697], [-3.6341, -0.4262, -4.6720], [-3.9786, -1.0942, -3.0619], [-4.0683, 0.6443, -3.3129], [9.7819, -0.2628, 0.8683], [9.0069, -0.2045, 2.1666], [9.8692, -0.3980, 3.3040], [10.5594, 0.6607, 3.6941], [10.5373, 1.7497, 3.2108], [11.3983, 0.2971, 4.9312], [12.0336, -0.8622, 4.7605], [10.6036, 0.1835, 5.9994], [12.2972, 1.2360, 5.1766], [10.3391, -1.1973, 0.8005], [9.1006, -0.1951, 0.0208], [10.4969, 0.5558, 0.8015], [8.2862, -1.0184, 2.2089], [8.4618, 0.7332, 2.2684], [2.9304, -4.3583, 6.7783], [2.6026, -2.9068, 6.5044], [1.1841, -2.7078, 6.3505], [0.4856, -2.6329, 7.4699], [0.9017, -2.7078, 8.5841], [-0.9941, -2.3861, 7.1327], [-1.4125, -3.1994, 6.1606], [-1.1666, -1.1271, 6.7191], [-1.7578, -2.5799, 8.1956], [2.5167, -4.9958, 5.9967], [4.0099, -4.4986, 6.8129], [2.5110, -4.6829, 7.7294], [3.0387, -2.5878, 5.5607], [2.9824, -2.2520, 7.2872], [-7.3635, 4.8728, 3.6722], [-6.9790, 4.8873, 2.2090], [-6.1470, 3.7586, 1.8732], [-6.7737, 2.6132, 1.6754], [-7.9461, 2.4095, 1.7414], [-5.7472, 1.5370, 1.2877], [-4.6835, 1.5622, 2.0921], [-5.3196, 1.7474, 0.0378], [-6.2800, 0.3260, 1.3460], [-6.4729, 4.8282, 4.2994], [-7.9244, 5.7727, 3.9203], [-7.9806, 4.0070, 3.9082], [-6.3765, 5.7626, 1.9794], [-7.8535, 4.9037, 1.5605], [-2.2325, 2.7920, -5.8063], [-2.5070, 4.2115, -6.2454], [-3.9079, 4.4088, -6.5301], [-4.6899, 4.5822, -5.4803], [-4.3648, 4.5895, -4.3326], [-6.1355, 4.8163, -5.9514], [-6.4899, 3.9316, -6.8837], [-6.2521, 6.0404, -6.4721], [-6.9789, 4.7125, -4.9355], [-2.5962, 2.0812, -6.5489], [-1.1635, 2.6367, -5.6637], [-2.7383, 2.5743, -4.8659], [-1.9895, 4.4347, -7.1751], [-2.1781, 4.9335, -5.4992]], "atomic_forces_ev_per_a": [[-0.43, 0.61, -0.26], [-0.58, -0.58, 0.59], [1.49, 0.53, -2.29], [-0.69, -1.18, 1.27], [0.07, 0.20, -0.64], [-0.25, 0.01, -0.62], [-0.24, -0.40, 0.16], [0.51, -0.15, -0.20], [0.16, 0.50, 0.17], [0.95, 0.87, -1.94], [0.02, -0.27, -0.06], [-1.10, -1.13, 1.83], [-0.27, -0.66, -1.61], [0.31, 0.72, 2.51], [-0.23, -0.20, -0.58], [-0.27, 0.35, -1.21], [0.07, -0.17, 0.26], [-0.18, 0.25, 0.88], [0.09, 0.64, -0.34], [-0.31, -0.06, 0.56], [0.03, 0.18, -0.38], [0.31, 0.25, 1.53], [0.26, -0.97, -0.04], [-0.52, 0.22, 0.44], [-0.28, 0.16, -0.31], [0.36, 0.37, 0.39], [-0.22, 0.42, -0.46], [0.10, -0.38, -0.21], [0.28, 0.17, 0.43], [0.25, -0.26, 0.12], [-0.08, -0.05, -0.27], [0.07, -0.27, 0.18], [0.18, 0.40, 0.06], [-0.11, 0.06, 0.20], [0.31, 0.05, -0.31], [0.22, 0.41, -0.01], [-0.08, -0.20, -0.08], [-0.03, -0.01, 0.36], [-0.13, 0.13, 0.29], [0.19, -0.11, -0.24], [0.00, 0.28, 0.03], [-0.18, -0.15, 0.07], [-0.06, 0.15, 0.22], [-0.17, 0.11, 0.14], [-0.03, -0.18, 0.10], [0.15, 0.25, -0.12], [0.19, 0.22, -0.07], [0.05, -0.48, -0.29], [-0.28, -0.11, -0.12], [0.03, -0.24, 0.11], [0.38, 0.09, -0.13], [-0.14, 0.02, 0.19], [0.06, -0.15, 0.19], [-0.13, 0.34, 0.04], [0.14, 0.25, -0.05], [0.30, -0.21, -0.08], [0.16, -0.09, -0.25], [-0.28, 0.08, -0.05], [0.15, -0.29, 0.30], [-0.18, -0.22, -0.32], [0.10, -0.14, 0.16], [-0.18, 0.18, 0.14], [-0.01, 0.02, -0.27], [-0.14, -0.24, -0.05], [-0.22, 0.16, -0.04], [0.24, 0.05, 0.08], [-0.29, -0.06, -0.48], [-0.06, -0.11, 0.10], [-0.16, -0.17, -0.09], [0.07, 0.29, -0.03], [0.07, 0.01, -0.03], [0.09, -0.17, -0.02], [-0.16, -0.03, 0.17], [0.15, 0.19, 0.04], [-0.08, -0.05, -0.03], [-0.04, -0.02, 0.01], [-0.06, 0.06, -0.01], [0.07, -0.07, 0.18], [0.14, 0.08, 0.10], [-0.24, -0.08, 0.07], [0.49, -0.09, -0.05], [-0.04, 0.05, -0.13], [0.17, 0.01, -0.18], [-0.01, -0.01, 0.30], [-0.14, 0.01, 0.02], [-0.06, -0.14, -0.15], [0.04, 0.20, -0.09], [-0.08, -0.06, 0.21], [0.07, 0.02, -0.06], [0.02, 0.03, -0.02], [0.05, 0.05, 0.04], [-0.15, 0.04, -0.07], [-0.13, -0.01, 0.09], [0.06, -0.26, 0.05], [-0.20, 0.46, 0.15], [0.14, 0.02, -0.05], [0.07, 0.26, 0.02], [-0.25, -0.17, -0.01], [0.09, -0.13, 0.11], [0.16, 0.03, 0.11], [0.07, 0.05, -0.27], [-0.15, -0.17, -0.02], [0.02, 0.09, -0.01], [0.01, 0.03, -0.02], [-0.06, 0.03, -0.04], [0.14, -0.09, -0.05], [-0.01, -0.17, -0.01], [-0.20, -0.12, 0.09], [0.52, -0.12, 0.01], [-0.05, 0.10, -0.10], [0.20, -0.04, -0.20], [-0.04, 0.01, 0.31], [-0.04, -0.04, 0.03], [-0.05, -0.13, -0.14], [0.00, 0.20, -0.09], [-0.13, -0.01, 0.20], [0.09, 0.02, -0.07], [0.02, -0.01, -0.01], [0.05, 0.04, 0.04], [-0.16, 0.02, -0.09], [-0.16, 0.01, 0.08]], "lowdin_charge": [-0.139, -0.402, 1.085, -0.363, -0.133, -0.373, -0.142, -0.173, -0.039, -0.486, 0.024, 0.121, -0.432, 0.125, -0.008, -0.622, 0.905, -0.194, -0.263, -0.566, 0.734, -0.329, -0.162, -0.264, -0.541, 0.741, -0.176, -0.195, -0.062, 0.069, 0.043, 0.068, 0.060, 0.063, 0.061, 0.060, 0.067, 0.046, 0.054, 0.118, 0.094, 0.097, 0.089, 0.085, 0.092, 0.074, 0.076, 0.097, 0.105, 0.083, 0.038, 0.059, -0.152, 0.090, 0.053, 0.091, 0.069, 0.057, 0.079, -0.154, 0.095, 0.122, 0.095, 0.088, 0.093, -0.053, -0.201, 0.035, -0.408, 0.177, -0.564, 0.172, 0.170, 0.181, 0.085, 0.083, 0.079, 0.117, 0.124, -0.059, -0.194, 0.033, -0.408, 0.178, -0.561, 0.157, 0.167, 0.182, 0.084, 0.083, 0.078, 0.123, 0.126, -0.059, -0.190, 0.035, -0.409, 0.178, -0.559, 0.165, 0.163, 0.179, 0.084, 0.083, 0.078, 0.126, 0.127, -0.049, -0.182, 0.039, -0.410, 0.168, -0.563, 0.171, 0.172, 0.177, 0.089, 0.091, 0.058, 0.126, 0.128]}